Record 1
C3H3FInO3 | ωB97M-V/def2-TZVPD

XYZ file:
```
11
Properties=species:S:1:pos:R:3:forces:R:3:mulliken_charge:R:1
C -0.639624 0.479586 -0.988468 4.1 -3.9 -0.3 0.346
C -0.087372 -0.822111 -1.023018 -3.1 3.2 0.7 -0.621
O 1.747258 -0.718448 0.194436 1.6 4.1 3.2 -0.373
C 1.597659 0.139035 1.164721 -3.6 -5.0 -6.7 0.671
O 0.795974 -0.203268 2.124870 2.8 -1.1 3.2 -0.386
O 0.467089 1.353642 0.375863 0.7 0.8 -1.1 -0.563
In -0.744951 0.870129 1.841905 -0.6 2.2 2.4 1.301
F -1.940279 0.474939 0.471949 -2.5 -0.6 -2.6 -0.449
H -0.892928 1.044104 -1.892253 -0.5 0.9 1.2 0.419
H 0.206346 -1.145667 -2.022200 0.1 -0.2 0.3 0.349
H -0.509173 -1.471941 -0.247805 0.8 -0.4 -0.4 0.304
```
Positions in Å, forces in eV/Å.

LUMO level (spin up / spin down)   -8.111 / -8.101 eV
Charge   +1
DFT total energy   -631.18999 Eh
Largest force on an atom   9.067 eV/Å
Kohn-Sham gap (spin up / spin down)   5.3 / 5.8 eV
Relative energy (zero: lowest compared OMol25 entry of this formula, charge and spin)   121.37 kcal per mole
HOMO level (spin up / spin down)   -13.4 / -13.9 eV

Record 2
C3H3FN2 | ωB97M-V/def2-TZVPD

XYZ file:
```
9
Properties=species:S:1:pos:R:3:forces:R:3:mulliken_charge:R:1
C 0.823981 -0.438824 -0.155482 0.7 -0.1 0.3 -0.041
C -0.374137 0.368449 -0.031932 -0.3 0.3 0.0 -0.074
C 0.924936 -2.759724 0.595891 -0.7 -2.3 -0.7 0.022
N 0.987917 -1.559085 0.434834 0.0 1.6 -0.1 -0.059
N -1.435836 0.152830 0.615667 -0.5 -0.1 0.1 -0.608
F 1.298722 -3.423458 1.661261 0.3 0.5 0.5 -0.151
H 1.647005 -0.054122 -0.743274 0.1 0.0 -0.1 0.348
H -0.333855 1.298846 -0.590134 0.1 0.1 -0.1 0.338
H -1.465190 -0.724399 1.135396 0.3 -0.1 -0.1 0.226
```
Positions in Å, forces in eV/Å.

LUMO level (spin up / spin down)   -0.949 / -0.949 eV
Charge   0
DFT total energy   -325.37009 Eh
Largest force on an atom   2.471 eV/Å
Kohn-Sham gap (spin up / spin down)   7.9 / 7.9 eV
Relative energy (zero: lowest compared OMol25 entry of this formula, charge and spin)   76.27 kcal per mole
HOMO level (spin up / spin down)   -8.8 / -8.8 eV

Record 3
C3H3FN2 | ωB97M-V/def2-TZVPD

XYZ file:
```
9
Properties=species:S:1:pos:R:3:forces:R:3:mulliken_charge:R:1
C -2.253139 -0.735487 0.305627 0.6 0.5 0.0 -0.308
C -1.475101 0.192729 0.280081 -1.3 1.2 -0.4 0.018
C 1.006029 1.155656 -0.263275 -2.2 -1.2 2.5 0.037
N 1.630990 0.381285 0.410743 -0.7 -0.2 0.7 -0.382
N -0.930261 1.449635 0.303711 4.3 -2.1 0.8 -0.278
F -1.574064 2.370224 -0.488236 -0.4 -0.1 -1.0 -0.163
H -3.005466 -1.455315 0.500236 0.1 -0.3 -0.1 0.399
H 1.238568 1.784440 -1.033199 0.0 1.9 -2.1 0.402
H 2.621766 0.163285 0.454660 -0.3 0.2 -0.5 0.276
```
Positions in Å, forces in eV/Å.

LUMO level (spin up / spin down)   0.499 / 0.499 eV
Charge   0
DFT total energy   -325.23195 Eh
Largest force on an atom   4.812 eV/Å
Kohn-Sham gap (spin up / spin down)   8.9 / 8.9 eV
Relative energy (zero: lowest compared OMol25 entry of this formula, charge and spin)   162.96 kcal per mole
HOMO level (spin up / spin down)   -8.4 / -8.4 eV

Record 4
C3H3FN2 | ωB97M-V/def2-TZVPD

XYZ file:
```
9
Properties=species:S:1:pos:R:3:forces:R:3:mulliken_charge:R:1
C -0.738597 0.274095 0.746346 2.8 1.2 -3.7 -0.197
C 0.092984 -0.881191 0.884196 1.9 0.1 -4.0 -0.063
C 0.037144 0.766103 -1.356968 2.4 0.0 -4.5 -0.069
N -0.558493 1.011818 -0.348013 -3.3 -0.5 6.5 -0.117
N 0.900407 -1.220963 -0.085643 -0.2 1.1 0.1 -0.608
F 0.890031 1.701539 -1.788408 0.2 -0.1 -0.3 -0.178
H -1.530564 0.452319 1.315068 -3.2 0.8 2.4 0.491
H -0.097177 -1.647435 1.568920 -0.4 -0.7 1.4 0.392
H 1.004264 -0.456287 -0.935497 -0.2 -1.8 2.1 0.350
```
Positions in Å, forces in eV/Å.

LUMO level (spin up / spin down)   -1.216 / -1.217 eV
Charge   0
DFT total energy   -325.33528 Eh
Largest force on an atom   7.289 eV/Å
Kohn-Sham gap (spin up / spin down)   7.9 / 7.9 eV
Relative energy (zero: lowest compared OMol25 entry of this formula, charge and spin)   98.11 kcal per mole
HOMO level (spin up / spin down)   -9.2 / -9.2 eV

Record 5
C3H3FN2O | ωB97M-V/def2-TZVPD

XYZ file:
```
10
Properties=species:S:1:pos:R:3:forces:R:3:mulliken_charge:R:1
C 1.461180 -0.065354 0.007264 -1.0 -0.5 0.4 -1.026
C -0.053787 -0.149321 -0.043516 1.4 -0.4 0.8 0.181
C -1.052223 0.750294 0.009554 -1.6 1.2 -0.4 0.753
H 1.884566 -0.577614 0.896632 -0.4 0.3 -0.5 0.278
H 1.848580 -0.527614 -0.886272 0.3 -0.2 -0.2 0.281
H 1.765632 0.959398 0.028499 0.2 0.6 0.0 0.310
N -0.697815 -1.346821 -0.000271 -0.1 -1.4 -0.4 -0.037
N -1.918635 -1.342805 -0.014103 0.6 1.7 0.3 -0.227
O -2.246755 0.208981 0.014740 0.4 0.0 -0.1 -0.264
F -0.990743 2.090852 -0.012524 0.0 -1.4 0.1 -0.250
```
Positions in Å, forces in eV/Å.

LUMO level   0.694 eV
Charge   0
DFT total energy   -400.65808 Eh
Largest force on an atom   2.008 eV/Å
SMILES   Cc1nnoc1F
Kohn-Sham gap   10.7 eV
Relative energy (zero: lowest compared OMol25 entry of this formula, charge and spin)   55.95 kcal per mole
HOMO level   -10.0 eV

Record 6
C3H3FN2O2 | ωB97M-V/def2-TZVPD

XYZ file:
```
11
Properties=species:S:1:pos:R:3:forces:R:3:mulliken_charge:R:1
C 0.615568 -0.448621 -0.974654 -2.4 1.5 4.7 0.160
C -0.487235 0.374871 0.791636 -2.1 2.5 3.8 0.086
C -0.665931 -0.234882 -0.350469 1.5 -1.0 -2.3 0.640
H 1.680503 -0.986866 -2.535643 -4.4 -1.2 2.1 0.425
H 1.230420 1.573350 1.457370 -1.4 -3.9 -2.4 0.343
H -2.162249 0.006491 1.868058 3.3 3.2 -0.1 0.365
N 1.479297 0.045140 -0.066602 2.8 -0.6 -4.6 -0.767
N 0.800969 0.678498 0.826571 1.6 3.9 5.5 0.179
O 0.673677 -1.220501 -2.026167 5.9 0.4 -3.6 -0.524
O -1.365333 0.772617 1.852351 -1.8 -3.5 -1.9 -0.577
F -1.799686 -0.560097 -0.842451 -3.1 -1.3 -1.3 -0.329
```
Positions in Å, forces in eV/Å.

LUMO level   0.493 eV
Charge   0
DFT total energy   -475.84893 Eh
Largest force on an atom   6.936 eV/Å
SMILES   Oc1n[nH]c(O)c1F
Kohn-Sham gap   9.2 eV
Relative energy (zero: lowest compared OMol25 entry of this formula, charge and spin)   100.55 kcal per mole
HOMO level   -8.7 eV

Record 7
C3H3FN2OS | ωB97M-V/def2-TZVPD

XYZ file:
```
11
Properties=species:S:1:pos:R:3:forces:R:3:mulliken_charge:R:1
C -1.472157 0.150517 -0.069229 0.2 -0.7 -0.1 -0.360
C -0.842864 -1.048784 0.014863 0.1 1.1 0.1 0.432
C 0.575709 -0.807052 0.109916 0.6 -1.1 -0.1 0.045
H 2.437658 0.500587 -0.338490 0.0 -0.2 0.0 0.298
H -0.677381 1.971230 0.450587 -0.1 0.4 0.2 0.264
H -2.515523 0.394442 -0.121556 -0.1 0.0 0.0 0.418
N 0.670266 0.525805 0.199577 -0.1 0.2 0.0 0.347
N -0.515755 1.149292 -0.105156 -0.1 0.0 -0.1 -0.332
O 1.804794 1.214858 -0.090576 0.1 0.2 0.0 -0.378
F -1.381443 -2.242839 -0.030727 -0.2 -0.4 0.0 -0.267
S 1.916691 -1.808061 -0.019211 -0.4 0.4 0.0 -0.468
```
Positions in Å, forces in eV/Å.

LUMO level   0.230 eV
Charge   0
DFT total energy   -798.82092 Eh
Largest force on an atom   1.219 eV/Å
SMILES   On1[nH]cc(F)c1=S
Kohn-Sham gap   8.6 eV
Relative energy (zero: lowest compared OMol25 entry of this formula, charge and spin)   62.51 kcal per mole
HOMO level   -8.4 eV

Record 8
C3H3FN2S | ωB97M-V/def2-TZVPD

XYZ file:
```
10
Properties=species:S:1:pos:R:3:forces:R:3:mulliken_charge:R:1
C 0.262996 -1.320060 -0.112611 -0.7 1.6 0.6 -0.054
C 1.534419 0.528907 -0.169566 1.3 -2.1 -0.8 -0.269
C 0.268057 0.878281 -0.129396 -2.0 0.2 1.2 0.416
H -2.676522 0.167457 1.063526 0.3 -0.3 -2.3 0.173
H -0.260165 -2.274566 0.135836 1.4 0.4 -0.9 0.308
H 2.497408 1.100926 -0.085022 -1.4 -0.8 -0.5 0.340
N -0.642273 -0.206211 0.101447 3.8 0.9 -1.7 -0.004
N 1.491178 -0.896722 -0.315031 -0.8 -1.0 1.5 -0.510
F -0.220253 2.084703 -0.166167 -0.7 1.1 0.2 -0.263
S -2.254846 -0.062711 -0.323013 -1.2 0.1 2.6 -0.137
```
Positions in Å, forces in eV/Å.

LUMO level   0.468 eV
Charge   0
DFT total energy   -723.61224 Eh
Largest force on an atom   4.263 eV/Å
SMILES   Fc1cncn1S
Kohn-Sham gap   9.7 eV
Relative energy (zero: lowest compared OMol25 entry of this formula, charge and spin)   44.85 kcal per mole
HOMO level   -9.3 eV

Record 9
C3H3FN2S | ωB97M-V/def2-TZVPD

XYZ file:
```
10
Properties=species:S:1:pos:R:3:forces:R:3:mulliken_charge:R:1
C 1.127250 -0.415205 0.005502 -0.9 0.9 -0.1 0.397
C 0.857342 0.907592 0.001926 0.3 -0.4 0.0 -0.451
C -1.133382 -0.233142 0.003189 0.5 0.2 -0.1 -0.073
H 1.510667 1.765688 -0.004870 -0.1 -0.2 0.0 0.402
H -1.075630 1.864670 0.003358 0.4 -0.9 0.0 0.212
H -0.200117 -2.114310 -0.001450 0.1 0.6 0.0 0.211
N -0.534956 0.992516 -0.003909 -0.6 0.7 0.1 -0.026
N -0.069590 -1.103890 -0.000169 -0.1 -0.6 0.0 -0.015
F 2.264614 -1.059293 -0.002873 0.4 -0.3 0.0 -0.259
S -2.746194 -0.604628 -0.000704 -0.1 0.0 0.0 -0.398
```
Positions in Å, forces in eV/Å.

LUMO level   0.698 eV
Charge   0
DFT total energy   -723.68371 Eh
Largest force on an atom   1.243 eV/Å
SMILES   Fc1c[nH]c(=S)[nH]1
Kohn-Sham gap   8.5 eV
Relative energy (zero: lowest compared OMol25 entry of this formula, charge and spin)   0.00 kcal per mole
HOMO level   -7.8 eV

Record 10
C3H3FO | ωB97M-V/def2-TZVPD

XYZ file:
```
8
Properties=species:S:1:pos:R:3:forces:R:3:mulliken_charge:R:1
C 0.837263 -0.476368 0.019848 0.0 0.2 0.2 0.439
C -0.564816 -0.473404 -0.397260 -0.3 -0.3 -0.2 -0.580
C 0.009060 0.671847 0.440689 0.1 0.4 0.2 0.041
O 1.898839 -1.006529 0.013859 0.3 -0.2 -0.1 -0.449
F 0.165096 1.885913 -0.164878 0.1 0.1 -0.2 -0.269
H -0.760769 -0.268814 -1.441149 0.1 0.1 -0.1 0.256
H -1.287062 -1.134524 0.056620 -0.1 -0.1 0.1 0.247
H -0.297613 0.801878 1.472272 -0.1 -0.2 0.0 0.315
```
Positions in Å, forces in eV/Å.

LUMO level   0.382 eV
Charge   0
DFT total energy   -291.13815 Eh
Largest force on an atom   0.476 eV/Å
SMILES   O=C1C[C@@H]1F
Kohn-Sham gap   10.0 eV
Relative energy (zero: lowest compared OMol25 entry of this formula, charge and spin)   23.56 kcal per mole
HOMO level   -9.7 eV